Computed, not measured: a molecular structure, C33H57NP2SiV at a distorted geometry, with the ωB97M-V functional and the def2-TZVPD basis.

Computed properties:
<S²>: 0.78
E_LUMO (alpha / beta), eV: -8.3 / -8.2
HOMO level (alpha / beta), eV: -13.1 / -13.1
Net charge: +2
Multiplicity: 2

Geometry (Å):
V  0.000000  0.000000  0.000000
C  -1.636656  1.399166  0.591219
C  -2.151405  0.315124  -0.225884
C  -1.235154  -0.605434  1.718523
C  -1.057758  0.838691  1.764557
C  -1.933630  -0.912637  0.505604
C  -1.798894  2.862101  0.307364
H  -2.019834  3.043062  -0.747560
H  -0.900190  3.426328  0.570808
H  -2.634043  3.273262  0.890480
C  -0.412028  1.582142  2.891350
H  -0.083092  2.574899  2.573122
H  0.464514  1.038643  3.256594
H  -1.116590  1.707958  3.724416
C  -0.823333  -1.555962  2.799758
H  -1.549462  -1.561848  3.624448
H  0.153554  -1.273376  3.204604
H  -0.744161  -2.577205  2.416045
C  -2.479142  -2.256082  0.126446
H  -3.425597  -2.439873  0.652383
H  -1.791661  -3.063538  0.393314
H  -2.683254  -2.316625  -0.945467
C  -2.988186  0.463285  -1.461111
H  -4.061127  0.431046  -1.222250
H  -2.781571  -0.337713  -2.176871
H  -2.790213  1.415057  -1.961734
C  3.852162  2.680198  -5.958461
C  2.665622  3.182364  -6.320507
C  1.757529  2.804719  -7.461258
C  1.990730  1.431403  -8.128731
C  1.854012  0.275360  -7.167220
C  2.769456  -0.237348  -6.336354
C  4.203682  0.160396  -6.105835
C  4.639283  1.559654  -6.594269
H  1.808968  3.587751  -8.234198
H  2.958497  1.419845  -8.633078
H  0.724930  2.836252  -7.085846
H  4.593641  1.606693  -7.683743
H  4.309559  3.111535  -5.067646
H  2.276060  3.994129  -5.704665
H  5.696178  1.685486  -6.330697
H  4.394829  0.096159  -5.025369
H  2.445808  -1.075957  -5.718571
H  4.862595  -0.595227  -6.562216
H  1.237755  1.317160  -8.917584
H  0.862184  -0.176373  -7.133990
P  1.071872  1.259947  -1.555786
P  0.905698  -1.712338  -1.169018
C  2.165542  0.219161  -2.665279
C  2.458944  -1.125100  -1.991193
H  3.083715  0.761653  -2.915800
H  1.611703  0.062647  -3.598954
H  2.843006  -1.867315  -2.700730
H  3.184137  -0.996376  -1.181516
C  1.464013  -3.200280  -0.249841
H  0.621062  -3.757573  0.173712
H  2.134563  -2.896317  0.559768
H  2.019729  -3.828366  -0.950757
C  -0.015880  -2.468429  -2.577646
H  0.657483  -3.022542  -3.241292
H  -0.520184  -1.682079  -3.146232
H  -0.776856  -3.153461  -2.195430
C  2.220015  2.562025  -0.944575
H  1.715855  3.265716  -0.272614
H  2.631931  3.083995  -1.811644
H  3.046252  2.080784  -0.412329
C  0.124843  2.207734  -2.822980
H  -0.659610  1.572081  -3.242730
H  0.785783  2.546819  -3.628656
H  -0.342833  3.082555  -2.363971
C  2.619263  3.075441  1.972685
Si  2.890198  1.200306  2.134006
C  4.676531  1.043054  1.404454
C  2.968655  1.284806  4.064156
N  1.845287  -0.301252  1.590591
C  2.433913  -1.499710  2.429571
C  3.715744  -1.472339  3.126632
C  4.264726  -2.504963  3.903823
C  3.601455  -3.693289  4.070182
C  2.391033  -3.848118  3.453702
C  1.851133  -2.812187  2.686245
H  2.987769  3.576286  2.888443
H  1.589262  3.416743  1.850554
H  3.279097  3.515428  1.204218
H  5.314769  1.812968  1.881619
H  5.193643  0.072122  1.486023
H  4.723200  1.206647  0.317370
H  2.038153  1.687711  4.500577
H  3.172631  0.358833  4.625412
H  3.777117  1.990597  4.343366
H  4.386380  -0.662164  3.157941
H  5.224999  -2.372723  4.385974
H  4.023643  -4.489951  4.668431
H  1.863995  -4.791448  3.550293
H  0.996140  -3.164928  2.242515

Cartesian forces (eV/Å) of the 6 atoms listed first:
2.74 0.07 5.83
-0.30 -0.38 -0.26
-0.08 0.15 0.90
-1.14 0.87 0.10
-0.81 -0.81 0.17
-0.05 0.11 0.28

The computed Mulliken charges, all in e, follow: -1.37 0.59 0.48 0.97 0.57 0.42 -1.29 0.35 0.29 0.37 -0.89 0.39 -0.24 0.30 -1.68 0.32 0.22 0.38 -1.34 0.38 0.31 0.36 -1.59 0.28 0.41 0.39 -0.28 -0.49 -0.59 -0.97 -0.22 -0.48 -0.37 -0.99 0.36 0.34 0.27 0.35 0.42 0.50 0.42 0.11 0.49 0.41 0.40 0.36 1.75 1.67 -0.80 -0.98 0.70 0.17 0.64 0.33 -1.37 0.33 0.26 0.56 -1.48 0.46 0.38 0.42 -1.05 0.38 0.56 -0.25 -1.33 0.40 0.36 0.44 -1.62 1.25 -1.54 -1.46 0.23 1.29 -1.32 -1.43 -0.57 -1.52 0.24 0.48 0.38 0.49 0.41 0.55 0.38 0.40 0.50 0.46 0.68 0.45 0.42 0.44 0.41

Computed, not measured: a single C2H6N2O3S molecule at a distorted geometry, with the ωB97M-V functional and the def2-TZVPD basis.

Computed properties:
E_LUMO, eV: 0.8
HOMO level, eV: -9.5
Net charge: 0

Geometry (Å):
C  -0.004674  -0.579511  0.770999
C  0.429050  0.712617  0.137928
N  -1.035819  -0.605234  1.691762
N  1.646681  0.746460  -0.513558
O  -0.663491  -0.382775  -2.946164
O  -0.478691  -1.379133  -0.594086
O  -0.665430  1.041908  -0.746629
S  -1.232650  -0.289366  -1.619987
H  0.725608  -1.245783  1.286580
H  0.384697  1.586213  0.903547
H  -1.875572  -0.171221  1.434587
H  -0.971468  -1.209841  2.445094
H  1.825634  0.090649  -1.266061
H  1.916124  1.685017  -0.984012

Cartesian forces (eV/Å) of the 6 atoms listed first:
-0.16 -2.93 -0.06
-1.17 2.60 0.93
0.99 1.78 -1.64
2.92 1.67 -1.66
0.48 0.16 0.71
0.33 1.89 0.49

The computed natural (NBO) charges, all in e, follow: 0.23 0.18 -0.81 -0.85 -0.91 -0.79 -0.74 1.70 0.22 0.21 0.39 0.39 0.39 0.39

Computed, not measured: a molecular structure, C5H13N at a distorted geometry, with the ωB97M-V functional and the def2-TZVPD basis.

Computed properties:
E_LUMO, eV: 0.8
HOMO level, eV: -7.3
Net charge: 0

Geometry (Å):
C  -1.446723  0.207310  1.662666
C  0.882122  -0.991165  1.024147
N  -0.352461  0.322255  0.706621
H  -0.461421  1.224382  0.236465
H  -1.249635  -0.478873  2.487365
H  -1.607444  1.193194  2.104261
H  1.539184  -0.876709  1.890981
H  0.198643  -1.811181  1.277545
H  1.580829  -1.610565  0.454160
H  -2.355843  -0.130353  1.159162
C  -0.631558  -0.450277  -1.317820
C  1.094404  0.226066  -0.879098
C  1.153062  1.399685  -1.653564
H  2.086615  0.261826  -0.387153
H  -0.395881  -0.732287  -2.345445
H  -1.521246  0.171736  -1.436723
H  -0.878927  -1.441743  -0.933633
H  0.248310  1.937815  -1.926658
H  2.117972  1.578882  -2.123276

Cartesian forces (eV/Å) of the 6 atoms listed first:
0.71 0.30 0.38
-2.21 -0.40 1.96
-0.01 -2.40 4.40
1.72 -0.85 0.33
0.09 0.00 -0.07
-0.40 -0.07 0.21

The computed natural (NBO) charges, all in e, follow: -0.42 -0.40 -0.71 0.41 0.20 0.19 0.21 0.20 0.23 0.17 -0.52 -0.23 -0.50 0.23 0.17 0.20 0.19 0.17 0.20

Computed, not measured: a molecular structure, C25H32FMnO2 at a distorted geometry, with the ωB97M-V functional and the def2-TZVPD basis.

Computed properties:
<S²>: 8.79
E_LUMO (alpha / beta), eV: 2.6 / 2.6
HOMO level (alpha / beta), eV: -1.9 / -2.4
Net charge: -1
Multiplicity: 6

Geometry (Å):
O  -0.247703  -0.528329  -1.892847
C  0.611608  -1.641667  -2.480206
C  -0.448696  -2.100656  -3.457954
H  0.869201  -2.364860  -1.699156
H  1.499385  -1.263968  -3.006824
C  -1.229847  -0.867650  -2.935390
H  -0.876623  -3.072887  -3.182528
H  -0.166446  -2.045921  -4.516160
C  -2.567307  -1.250280  -2.337136
H  -2.401740  -1.716510  -1.356252
H  -3.087609  -1.979328  -2.972987
H  -3.199895  -0.356536  -2.218737
C  -1.278264  0.212186  -3.996886
H  -0.281142  0.299014  -4.451688
H  -1.571822  1.182024  -3.593669
H  -1.987883  -0.063345  -4.787201
Mn  -0.225065  1.686486  -0.415360
C  0.977499  3.404176  -0.763271
C  1.681696  2.502611  0.076510
C  1.883159  1.278139  -0.652852
H  2.189205  2.802764  0.996296
C  1.339446  1.473035  -1.971188
C  0.673827  2.740146  -2.000656
H  0.149537  3.174722  -2.850453
H  0.782193  4.458255  -0.522853
H  2.492866  0.441190  -0.300921
H  1.552802  0.861031  -2.847837
C  -1.531236  2.957167  0.821238
C  -1.722153  3.244391  -0.555026
C  -2.151671  2.037476  -1.205648
H  -1.659165  4.235785  -0.994326
C  -2.217463  1.003702  -0.191563
C  -1.805929  1.575076  1.050130
H  -1.918939  1.091675  2.025081
H  -1.356263  3.706462  1.597317
H  -2.548912  1.995954  -2.210566
H  -2.645693  0.003145  -0.285488
O  -0.400826  -3.781710  2.193641
C  0.003983  -2.462462  1.770129
C  1.429527  -2.519810  1.175350
H  -0.091250  -1.756596  2.629713
H  -0.711731  -2.096709  0.988166
C  1.807436  -4.024396  1.123649
H  2.127411  -1.977186  1.809823
H  1.438382  -2.069740  0.176152
C  0.642784  -4.720146  1.867691
H  2.778119  -4.219853  1.594818
H  1.839180  -4.384581  0.092111
H  0.969466  -5.240083  2.784940
H  0.175755  -5.446363  1.180334
F  1.467999  0.845542  6.074739
C  1.205786  1.164934  4.760518
C  1.358020  0.180774  3.791504
C  1.035938  0.518129  2.452700
C  0.571227  1.770836  2.174497
C  0.457024  2.758978  3.119373
C  0.751942  2.443599  4.464491
H  1.680622  -0.822850  4.064200
H  1.144108  -0.233312  1.674029
H  0.126021  3.770058  2.876681
H  0.618119  3.188274  5.247807

Cartesian forces (eV/Å) of the 6 atoms listed first:
0.50 -2.94 -1.83
0.10 0.89 0.84
-0.14 0.31 0.58
0.13 0.26 -0.20
-0.06 0.16 0.59
-0.54 -0.36 -0.34

The computed natural (NBO) charges, all in e, follow: -0.57 -0.05 -0.46 0.18 0.18 0.28 0.20 0.20 -0.63 0.23 0.20 0.23 -0.63 0.21 0.23 0.20 0.94 -0.39 -0.27 -0.41 0.25 -0.31 -0.40 0.22 0.22 0.22 0.21 -0.32 -0.32 -0.42 0.22 -0.42 -0.27 0.23 0.23 0.21 0.23 -0.54 -0.08 -0.45 0.21 0.17 -0.43 0.22 0.22 -0.07 0.21 0.20 0.17 0.16 -0.37 0.32 -0.29 -0.28 -0.21 -0.27 -0.29 0.20 0.16 0.18 0.20

Computed, not measured: a single C5H10O2 molecule, with the ωB97M-V functional and the def2-TZVPD basis.

Computed properties:
SMILES string: CCO[C@@H](C)C=O
E_LUMO, eV: 1.0
HOMO level, eV: -9.6
Net charge: 0

Geometry (Å):
C  2.260359  -0.888342  -0.361157
C  1.080758  -0.850680  0.587115
O  0.398897  0.396265  0.449614
C  -1.001317  0.293818  0.303014
C  -1.592778  1.679367  0.511508
C  -1.279816  -0.196879  -1.109181
O  -1.899998  -1.195390  -1.381879
H  2.924525  -0.037822  -0.185012
H  2.827807  -1.814189  -0.222896
H  1.919968  -0.850388  -1.401275
H  0.400269  -1.685416  0.374931
H  1.409296  -0.942613  1.630328
H  -1.431839  -0.433483  1.005595
H  -2.684501  1.658203  0.437304
H  -1.306323  2.049591  1.498516
H  -1.206858  2.373292  -0.242439
H  -0.818442  0.444658  -1.894094

Cartesian forces (eV/Å) of the 6 atoms listed first:
0.07 -0.04 -0.08
0.01 -0.10 0.02
0.07 0.04 0.03
-0.25 0.02 0.02
-0.01 -0.02 -0.04
-0.18 -0.27 -0.08

The computed natural (NBO) charges, all in e, follow: -0.62 -0.07 -0.54 0.00 -0.62 0.42 -0.51 0.21 0.21 0.21 0.18 0.18 0.18 0.22 0.23 0.22 0.11

Computed, not measured: a molecular structure, C3H3BrFNO at a distorted geometry, with the ωB97M-V functional and the def2-TZVPD basis.

Computed properties:
E_LUMO, eV: -2.1
HOMO level, eV: -10.8
Net charge: 0

Geometry (Å):
C  1.208610  0.110207  -0.063180
C  -0.695936  -0.628837  -0.094617
C  -0.112653  0.719219  -0.428781
N  0.602514  -1.015455  0.334502
O  2.277100  0.552915  0.093375
F  -0.920608  1.746445  1.266069
Br  -0.661008  1.898672  -1.712138
H  -1.485577  -0.391996  0.603364
H  -1.013653  -1.300499  -1.001577
H  0.801211  -1.690671  1.002983

Cartesian forces (eV/Å) of the 6 atoms listed first:
0.30 1.27 1.93
-2.36 -0.64 -2.42
-2.50 1.23 0.36
-0.67 -0.30 -0.56
2.60 0.74 -0.38
1.55 -1.76 -2.51

The computed natural (NBO) charges, all in e, follow: 0.57 -0.31 0.19 -0.58 -0.49 -0.57 0.28 0.27 0.21 0.42

Computed, not measured: 2 unconnected molecules or ions with the total composition C3H8O3 at a distorted geometry, with the ωB97M-V functional and the def2-TZVPD basis.

Computed properties:
SMILES string: CC(=O)OO.C
E_LUMO, eV: -0.5
HOMO level, eV: -9.4
Net charge: 0

Geometry (Å):
C  -0.022715  1.127703  -1.626039
C  0.000109  0.834874  -0.153765
O  0.177598  1.676973  0.710057
O  -1.277549  -0.164000  0.115056
O  -1.757788  0.049867  1.455308
H  -0.865830  1.786035  -1.843910
H  0.901592  1.639797  -1.905437
H  -0.126847  0.202017  -2.193138
H  -1.101147  0.706234  1.777942
C  0.792294  -1.646721  0.749488
H  -0.007310  -2.296041  0.405900
H  0.641404  -1.444816  1.806384
H  1.775297  -2.032926  0.481834
H  0.870894  -0.438995  0.220319

Cartesian forces (eV/Å) of the 6 atoms listed first:
1.11 -0.95 -0.33
-5.34 2.17 1.94
0.61 -2.19 -1.21
1.58 2.18 -0.43
0.84 0.10 -0.54
0.01 -0.17 0.38

The computed natural (NBO) charges, all in e, follow: -0.71 0.71 -0.55 -0.35 -0.45 0.27 0.24 0.24 0.46 -0.68 0.23 0.22 0.20 0.15

Computed, not measured: 2 unconnected molecules or ions with the total composition C2H9NO at a distorted geometry, with the ωB97M-V functional and the def2-TZVPD basis.

Computed properties:
SMILES string: CNC.O
E_LUMO, eV: 1.0
HOMO level, eV: -8.8
Net charge: 0

Geometry (Å):
C  -0.840688  1.353225  0.316961
N  -0.709071  -0.065865  -0.170211
C  0.434036  -0.422832  -1.161762
H  -0.098072  2.070604  -0.043983
H  -1.739273  1.803343  -0.050469
H  -0.877007  1.336140  1.402933
H  -1.648784  -0.494116  -0.424412
H  -0.029818  -0.211359  -2.093619
H  0.826962  -1.401997  -1.060884
H  1.126071  0.368573  -0.899335
O  1.036826  -1.774676  1.564472
H  0.601210  -1.194688  0.976008
H  1.917605  -1.366347  1.644298

Cartesian forces (eV/Å) of the 6 atoms listed first:
0.07 -1.27 -0.59
-0.16 -0.92 -0.21
-2.84 2.81 1.73
0.52 -0.59 0.09
-0.92 0.10 -0.12
0.16 0.24 0.08

The computed natural (NBO) charges, all in e, follow: -0.42 -0.69 -0.42 0.19 0.19 0.20 0.37 0.19 0.21 0.19 -0.95 0.48 0.46